Computed, not measured: a structure of composition C44H65BN12Na, with the ωB97M-V functional and the def2-TZVPD basis.

Geometry as XYZ:
```
123
Properties=species:S:1:pos:R:3
Na 0.4036 -0.1676 0.2313
C -1.4835 -3.8090 1.9496
C -1.0942 -4.3495 0.5674
C -0.6018 -3.2771 -0.4211
N 0.4642 -2.4674 0.1264
C 1.6637 -2.9573 0.2287
C 2.1406 -4.1462 -0.4076
C 3.2428 -4.9335 -0.1315
C 4.0977 -4.9084 0.9644
C 4.0904 -3.9330 1.9684
C 3.4735 -2.7074 1.9940
C 2.6211 -2.0832 1.0086
N 2.4982 -0.8189 0.7936
C 3.3222 0.1675 1.4555
C 2.4342 1.2222 2.1240
C 1.4954 0.6138 3.1745
N 0.1671 0.3588 2.6328
C -0.7609 0.0302 3.4555
C -0.5343 -0.1788 4.8751
C -1.3264 0.1527 5.9366
C -2.6202 0.7046 5.9257
C -3.4700 0.6771 4.8357
C -3.2910 0.0991 3.5825
C -2.1151 -0.3424 2.9108
N -2.0906 -1.0321 1.7983
C -3.1876 -1.9203 1.4905
C -2.9281 -3.3180 2.0926
H -1.3178 -4.5927 2.6938
H -0.8152 -2.9807 2.1872
H -0.2808 -5.0690 0.6933
H -1.9394 -4.8842 0.1150
H -0.3298 -3.7875 -1.3572
H -1.4286 -2.5998 -0.6588
H 1.5488 -4.4597 -1.2620
H 3.4127 -5.7447 -0.8356
H 4.8005 -5.7269 1.0701
H 4.7144 -4.1499 2.8323
H 3.6706 -2.1026 2.8721
H 4.0129 -0.2511 2.1984
H 3.9273 0.6664 0.6922
H 3.0724 1.9827 2.5830
H 1.8297 1.7133 1.3550
H 1.9308 -0.3350 3.5187
H 1.4350 1.2650 4.0572
H 0.4367 -0.6029 5.1084
H -0.8819 0.0007 6.9170
H -3.0099 1.0943 6.8590
H -4.4601 1.0941 5.0069
H -4.1924 0.0400 2.9799
H -4.1760 -1.5834 1.8398
H -3.2630 -2.0348 0.4022
H -3.1733 -3.2718 3.1578
H -3.6200 -4.0312 1.6270
C -2.1615 4.0228 2.6327
C -0.7626 3.5669 2.2031
C 0.2869 4.2475 3.0854
C -0.4933 3.8418 0.7505
C -0.4608 5.0884 0.0965
C -0.1540 4.7804 -1.2086
N -0.0130 3.4435 -1.3116
N -0.2323 2.8575 -0.1094
B 0.5454 2.7487 -2.5965
N -0.3288 1.5875 -3.1463
C -0.9025 1.6290 -4.3747
C -1.2014 0.3403 -4.7561
C -0.7589 -0.4553 -3.6689
N -0.2472 0.3115 -2.7167
C -0.5949 -1.9526 -3.5892
C -1.9019 -2.7437 -3.6635
C 0.3479 -2.3981 -4.7131
N 2.0000 2.2834 -2.3795
C 3.0706 3.0810 -2.5846
C 4.2062 2.3129 -2.4722
C 3.7193 1.0178 -2.1874
N 2.3976 1.0208 -2.1282
C 4.4692 -0.2804 -2.0937
C 4.5981 -0.8958 -3.4917
C 5.8500 -0.1205 -1.4608
H -2.3195 3.8053 3.6910
H -2.2775 5.0991 2.4753
H -2.9445 3.5089 2.0745
H -0.6755 2.4880 2.3389
H 0.1656 5.3340 3.0632
H 0.1826 3.9085 4.1184
H 1.2952 4.0078 2.7453
H -0.6271 6.0660 0.5191
H 0.0022 5.4190 -2.0625
H 0.5542 3.6107 -3.4444
H -1.0252 2.5612 -4.9017
H -1.6556 0.0258 -5.6823
H -0.1113 -2.1437 -2.6333
H -2.5058 -2.4214 -4.5166
H -1.6908 -3.8091 -3.7806
H -2.4905 -2.6314 -2.7552
H -0.1341 -2.2786 -5.6874
H 1.2542 -1.7920 -4.7067
H 0.6309 -3.4461 -4.5932
H 2.9500 4.1312 -2.7994
H 5.2296 2.6316 -2.5844
H 3.8630 -0.9494 -1.4767
H 5.2317 -0.2697 -4.1261
H 5.0363 -1.8956 -3.4400
H 3.6162 -0.9701 -3.9607
H 6.5088 0.4655 -2.1080
H 5.7892 0.3799 -0.4937
H 6.3074 -1.0991 -1.3034
N -4.2478 2.4199 -1.7218
C -3.9598 1.1629 -2.4980
C -3.6996 0.0338 -1.5120
N -2.6198 0.4452 -0.6688
C -2.9690 1.5715 0.1550
C -3.1338 2.7646 -0.7628
H -5.0910 2.2627 -1.1664
H -4.4172 3.1929 -2.3613
H -3.0649 1.3420 -3.0924
H -4.8097 0.9640 -3.1514
H -3.4255 -0.8457 -2.0773
H -4.6346 -0.1856 -0.9558
H -2.1988 -0.2860 -0.0900
H -2.1592 1.7594 0.8525
H -3.9015 1.4148 0.7351
H -2.2216 2.9043 -1.3421
H -3.3989 3.6833 -0.2418
```

As for the net charge: -1. As for the LUMO energy: 1.04 eV. As for the gap between HOMO and LUMO: 4.16 eV. As for the largest force on an atom: 0.61 eV Å⁻¹. The HOMO energy comes out at -3.1 eV.

Löwdin atomic charge list, values in e, 5 entries: atom 1 (Na): 0.247, atom 2 (C): -0.204, atom 3 (C): -0.170, atom 4 (C): -0.257, atom 5 (N): 0.021